[1]
The following is a quantum chemistry calculation of an isolated ion of composition C5H6N and charge +1 at a distorted geometry, from the Open Molecules 2025 dataset.

The calculation puts the molar mass at 80.1 g mol⁻¹. The frontier orbital gap comes out at 9.2 eV. The net charge is +1. As for the energy: -6759.3252 eV.

Last columns: bonded neighbours and bond lengths (Å).
Positions of all 12 atoms, in Å:
1 N -1.366 0.135 0.259  C4 1.276, C6 1.235
2 C 1.305 0.470 -0.075  C3 1.448, C6 1.502, H9 1.107, H10 1.154
3 C 1.843 -0.313 -1.168  C2 1.448, H7 1.165, H8 1.074, H11 1.023
4 C -2.515 -0.101 0.762  N1 1.276, C5 1.236
5 C -3.502 -0.059 1.505  C4 1.236, H12 1.074
6 C -0.149 0.343 0.282  N1 1.235, C2 1.502
7 H 1.472 -0.059 -2.243  C3 1.165
8 H 2.902 -0.472 -1.088  C3 1.074
9 H 1.694 1.495 0.070  C2 1.107
10 H 1.192 -0.038 0.955  C2 1.154
11 H 1.689 -1.288 -0.900  C3 1.023
12 H -4.566 -0.112 1.641  C5 1.074

---

[2]
The following is a quantum chemistry calculation of one molecule with the formula C5H6N2 at a distorted geometry, from the Open Molecules 2025 dataset.

The calculation puts the molar mass at 94.1 g mol⁻¹. The frontier orbital gap comes out at 8.3 eV. As for the energy: -8257.0460 eV.

Last columns: bonded neighbours and bond lengths (Å).
Positions of all 13 atoms, in Å:
1 N -0.835 -2.355 0.522  N2 1.258, H9 0.958, H10 1.265
2 N -1.265 -1.177 0.437  N1 1.258, C3 1.343
3 C -0.436 -0.252 -0.073  N2 1.343, C4 1.574, C7 1.440
4 C 1.130 -0.096 -0.113  C3 1.574, C6 1.281, H13 1.252
5 C 0.071 1.704 -0.735  C6 1.385, C7 1.326, H8 1.131
6 C 1.300 1.117 -0.484  C4 1.281, C5 1.385, H12 1.077
7 C -1.021 1.009 -0.449  C3 1.440, C5 1.326, H11 1.015
8 H 0.071 2.807 -0.983  C5 1.131
9 H 0.067 -2.138 0.761  N1 0.958
10 H -1.275 -2.677 1.664  N1 1.265
11 H -2.010 1.238 -0.477  C7 1.015
12 H 2.264 1.566 -0.657  C6 1.077
13 H 1.939 -0.747 0.587  C4 1.252

---

Copy entry 2 word for word.
The following is a quantum chemistry calculation of one molecule with the formula C5H6N2 at a distorted geometry, from the Open Molecules 2025 dataset.

The calculation puts the molar mass at 94.1 g mol⁻¹. The frontier orbital gap comes out at 8.3 eV. As for the energy: -8257.0460 eV.

Last columns: bonded neighbours and bond lengths (Å).
Positions of all 13 atoms, in Å:
1 N -0.835 -2.355 0.522  N2 1.258, H9 0.958, H10 1.265
2 N -1.265 -1.177 0.437  N1 1.258, C3 1.343
3 C -0.436 -0.252 -0.073  N2 1.343, C4 1.574, C7 1.440
4 C 1.130 -0.096 -0.113  C3 1.574, C6 1.281, H13 1.252
5 C 0.071 1.704 -0.735  C6 1.385, C7 1.326, H8 1.131
6 C 1.300 1.117 -0.484  C4 1.281, C5 1.385, H12 1.077
7 C -1.021 1.009 -0.449  C3 1.440, C5 1.326, H11 1.015
8 H 0.071 2.807 -0.983  C5 1.131
9 H 0.067 -2.138 0.761  N1 0.958
10 H -1.275 -2.677 1.664  N1 1.265
11 H -2.010 1.238 -0.477  C7 1.015
12 H 2.264 1.566 -0.657  C6 1.077
13 H 1.939 -0.747 0.587  C4 1.252